Entry 1:
Below is a cluster of 2 separate species, C4H12 in total at a distorted geometry, with properties calculated with ωB97M-V/def2-TZVPD.

Positions of all 16 atoms, in Å:
C: 0.650 2.409 -0.185
C: 0.052 2.098 1.180
H: 0.371 1.665 -0.929
H: 0.318 3.369 -0.571
H: 1.735 2.398 -0.120
H: 0.830 1.746 1.863
H: -0.754 1.378 1.142
H: -0.273 2.970 1.752
C: -0.903 -2.032 -0.053
C: 0.201 -2.478 -0.992
H: -0.782 -2.415 0.960
H: -1.016 -0.950 -0.035
H: -1.906 -2.401 -0.312
H: 1.128 -1.943 -0.764
H: 0.371 -3.555 -0.912
H: -0.024 -2.260 -2.025

Multiplicity: 1
Gap between HOMO and LUMO, eV: 12.82
SMILES: CC.CC
E_LUMO, eV: 1.14
Energy relative to the best compared isomer or geometry (same formula, charge and spin), kcal per mole: 4.8
Energy, hartree: -159.57733


Entry 2:
Below is a cluster of 2 separate species, C6H17N2 in total at a distorted geometry, with properties calculated with ωB97M-V/def2-TZVPD.

Positions of all 25 atoms, in Å:
N: -3.580 2.419 0.396
C: -0.276 -0.100 0.615
C: 1.135 0.043 0.916
C: 1.877 0.811 -0.213
C: 3.255 1.262 0.210
C: -0.898 -1.433 0.653
N: -0.567 -2.331 -0.447
C: -1.081 -1.920 -1.771
H: -2.665 2.479 -0.041
H: -4.140 1.787 -0.160
H: -3.418 2.059 1.329
H: -0.939 0.701 0.958
H: 1.510 -0.988 0.943
H: 1.428 0.442 1.893
H: 1.887 0.310 -1.180
H: 1.316 1.729 -0.434
H: 3.911 0.400 0.344
H: 3.236 1.854 1.123
H: 3.710 1.876 -0.564
H: -1.984 -1.445 0.712
H: -0.481 -1.922 1.545
H: 0.381 -2.608 -0.492
H: -2.061 -2.359 -1.953
H: -1.152 -0.827 -1.823
H: -0.401 -2.241 -2.556

Net charge: +1
Multiplicity: 1
Gap between HOMO and LUMO, eV: 5.71
E_LUMO, eV: -7.49
Energy relative to the best compared isomer or geometry (same formula, charge and spin), kcal per mole: 97.4
Energy, hartree: -347.93570


Entry 3:
Below is a structure of composition C27H30AsN7O2S2Tc, with properties calculated with ωB97M-V/def2-TZVPD.

Positions of all 70 atoms, in Å:
Tc: -0.432 0.240 -0.226
O: -0.427 -0.470 1.544
C: 0.467 -1.094 2.326
C: -0.017 -1.720 3.474
C: 0.875 -2.389 4.293
C: 2.236 -2.441 3.999
C: 2.714 -1.808 2.873
C: 1.833 -1.140 2.011
C: 2.359 -0.445 0.881
N: 1.649 0.154 -0.017
N: 2.390 1.002 -0.852
C: 1.585 1.800 -1.453
O: 0.268 1.728 -1.183
C: 1.993 2.832 -2.406
C: 3.330 2.882 -2.805
C: 3.738 3.851 -3.704
C: 2.820 4.765 -4.202
C: 1.490 4.715 -3.805
C: 1.072 3.749 -2.906
H: -1.070 -1.661 3.710
H: 0.505 -2.867 5.191
H: 2.914 -2.954 4.667
H: 3.772 -1.816 2.640
H: 3.435 -0.331 0.788
H: 4.035 2.164 -2.411
H: 4.772 3.895 -4.017
H: 3.145 5.521 -4.905
H: 0.782 5.432 -4.196
H: 0.038 3.712 -2.590
N: -4.298 1.992 0.085
C: -3.648 3.216 0.223
C: -4.145 4.505 0.381
C: -3.202 5.503 0.513
C: -1.826 5.228 0.496
C: -1.338 3.948 0.338
C: -2.282 2.932 0.192
N: -2.132 1.550 0.029
C: -3.352 1.049 -0.021
C: -3.486 -0.390 -0.148
C: -4.563 -1.216 -0.104
S: -4.042 -2.840 -0.202
C: -2.428 -2.338 -0.260
N: -2.272 -1.036 -0.253
H: -5.294 1.845 0.073
H: -5.205 4.716 0.405
H: -3.532 6.525 0.642
H: -1.131 6.048 0.614
H: -0.278 3.744 0.331
H: -5.606 -0.964 -0.007
H: -1.584 -3.021 -0.313
N: 0.943 -0.824 -2.901
N: -0.366 -0.603 -2.368
H: 0.858 -1.166 -3.853
H: 1.361 -1.557 -2.334
H: -0.973 -1.418 -2.459
H: -0.769 0.165 -2.903
C: 3.415 -5.328 -0.018
As: 1.585 -5.285 -0.594
C: 0.580 -6.243 0.736
C: 1.488 -6.307 -2.216
S: 0.899 -3.307 -0.828
H: 3.746 -6.362 0.070
H: 3.491 -4.830 0.947
H: 4.025 -4.803 -0.750
H: 0.999 -7.236 0.886
H: -0.452 -6.328 0.398
H: 0.617 -5.677 1.666
H: 1.868 -7.313 -2.044
H: 2.087 -5.811 -2.977
H: 0.451 -6.353 -2.543

<S²>: 3.77
Net charge: +2
Multiplicity: 4
Gap between HOMO and LUMO (spin up / spin down), eV: 6.85 / 6.26
E_LUMO (spin up / spin down), eV: -6.15 / -6.99
Energy relative to the best compared isomer or geometry (same formula, charge and spin), kcal per mole: 16.4
Energy, hartree: -4693.13051


Entry 4:
Below is the molecule C6H6BrN3 at a distorted geometry, with properties calculated with ωB97M-V/def2-TZVPD.

Positions of all 16 atoms, in Å:
C: -1.353 -1.110 -1.367
C: -1.090 1.835 0.622
C: -1.819 -0.130 -0.715
C: -2.013 0.986 -0.048
C: 1.847 -0.839 1.143
C: 1.808 0.135 -0.004
N: -1.077 -2.013 -2.124
N: 0.200 1.737 0.597
N: 1.055 1.157 -0.157
Br: -3.849 1.514 0.226
H: -1.506 2.798 1.166
H: 2.836 -1.306 1.250
H: 1.341 -1.862 0.744
H: 1.345 -0.482 2.023
H: -0.196 -2.300 -2.519
H: 2.471 -0.121 -0.838

Multiplicity: 1
Gap between HOMO and LUMO, eV: 7.74
SMILES: C/C=N\N=C/C(Br)=C=C=N
E_LUMO, eV: -0.97
Energy relative to the best compared isomer or geometry (same formula, charge and spin), kcal per mole: 90.7
Energy, hartree: -2970.33438


Entry 5:
Below is a cluster of 2 separate species, C6H14N2O2 in total at a distorted geometry, with properties calculated with ωB97M-V/def2-TZVPD.

Positions of all 24 atoms, in Å:
C: -0.278 -2.552 1.910
C: 2.465 -0.011 1.603
C: 0.311 -1.185 1.725
O: -0.259 -0.184 1.356
N: 1.664 -1.128 2.025
H: -0.939 -2.709 2.756
H: 2.140 -1.939 2.370
H: 2.389 0.870 2.275
H: -1.053 -2.659 1.137
H: 0.409 -3.384 2.019
H: 3.519 -0.347 1.768
H: 2.247 0.279 0.571
C: -2.076 -0.473 -1.880
C: 0.116 2.587 -1.072
C: -0.508 1.415 -1.794
O: -0.104 1.175 -2.928
N: -1.397 0.609 -1.188
H: -1.592 0.621 -0.193
H: -1.504 -0.990 -2.638
H: -0.407 3.541 -1.212
H: 1.128 2.776 -1.425
H: -2.408 -1.206 -1.169
H: -2.912 -0.051 -2.424
H: 0.208 2.457 0.004

Multiplicity: 1
Gap between HOMO and LUMO, eV: 9.70
SMILES: CNC(C)=O.CNC(C)=O
E_LUMO, eV: 0.65
Energy relative to the best compared isomer or geometry (same formula, charge and spin), kcal per mole: 21.2
Energy, hartree: -497.02376


Entry 6:
Below is the molecule C3HCl3O at a distorted geometry, with properties calculated with ωB97M-V/def2-TZVPD.

Positions of all 8 atoms, in Å:
C: 1.169 0.684 0.141
C: 0.051 -0.338 0.023
C: -1.268 -0.245 -0.035
O: 1.034 1.822 0.447
Cl: 2.824 0.015 -0.438
Cl: -2.204 -1.697 0.212
Cl: -1.998 1.143 -0.662
H: 0.392 -1.384 0.311

Multiplicity: 1
Gap between HOMO and LUMO, eV: 9.75
SMILES: O=C(Cl)C=C(Cl)Cl
E_LUMO, eV: -0.71
Energy relative to the best compared isomer or geometry (same formula, charge and spin), kcal per mole: 11.8
Energy, hartree: -1570.70024


Entry 7:
Below is a cluster of 7 separate species, C49H85FNO17P3S3 in total at a distorted geometry, with properties calculated with ωB97M-V/def2-TZVPD.

Positions of all 159 atoms, in Å:
C: -1.755 7.515 2.482
C: -3.232 7.370 2.942
C: -3.794 5.949 2.744
C: -3.007 4.926 3.580
C: -3.759 3.581 3.697
C: -2.920 2.645 4.584
C: -3.489 1.208 4.704
C: -2.608 0.104 4.084
C: -1.585 -0.521 5.051
C: -0.887 0.472 6.002
C: 0.330 1.233 5.368
C: 0.462 1.056 3.853
C: 1.637 1.878 3.293
C: 1.791 1.698 1.804
C: 2.396 0.631 1.281
P: 3.129 -0.726 2.263
S: 5.049 -0.390 2.506
C: 2.546 0.502 -0.205
O: 3.507 -0.036 -0.708
C: 1.420 1.127 -1.013
C: 1.039 0.611 -2.235
P: 1.929 -0.879 -2.866
S: 1.339 -2.426 -1.816
C: 0.004 1.215 -2.933
P: -0.396 0.486 -4.595
N: -1.301 -0.779 -4.379
C: -0.688 2.298 -2.414
C: -1.835 2.905 -3.190
C: -1.394 4.169 -3.949
O: -2.036 4.573 -4.895
C: -0.278 2.789 -1.194
S: -1.087 4.212 -0.479
O: -0.218 5.324 -0.585
O: -2.379 4.435 -1.022
F: -1.302 3.797 1.014
C: 0.778 2.227 -0.497
C: 1.297 2.749 0.835
O: 1.366 3.916 1.146
H: -1.683 8.277 1.701
H: -1.329 6.587 2.097
H: -1.157 7.874 3.324
H: -3.843 8.047 2.335
H: -3.314 7.633 4.000
H: -3.797 5.685 1.680
H: -4.838 5.921 3.083
H: -2.069 4.685 3.067
H: -2.728 5.324 4.563
H: -4.731 3.753 4.171
H: -3.877 3.160 2.692
H: -2.942 3.084 5.592
H: -1.883 2.686 4.233
H: -4.446 1.199 4.172
H: -3.674 1.002 5.753
H: -3.284 -0.702 3.786
H: -2.150 0.431 3.144
H: -0.827 -1.121 4.543
H: -2.143 -1.227 5.680
H: -1.565 1.192 6.464
H: -0.484 -0.120 6.834
H: 1.248 0.919 5.883
H: 0.223 2.295 5.623
H: 0.570 0.001 3.604
H: -0.450 1.449 3.399
H: 2.560 1.549 3.787
H: 1.513 2.944 3.505
H: 2.541 -0.794 3.537
H: 2.952 -1.966 1.621
H: 3.321 -0.714 -2.750
H: 1.686 -1.117 -4.227
H: 0.797 0.237 -5.294
H: -1.025 1.513 -5.340
H: -0.856 -1.601 -4.779
H: -2.718 3.097 -2.585
H: -2.165 2.220 -3.970
H: -0.460 4.712 -3.680
O: -2.061 -2.284 2.271
C: -2.569 -2.645 1.244
O: -3.600 -1.944 0.740
C: -4.149 -2.170 -0.562
C: -5.190 -3.270 -0.543
C: -2.133 -3.916 0.554
H: -3.359 -2.357 -1.290
H: -4.618 -1.230 -0.849
H: -4.758 -4.227 -0.248
H: -5.642 -3.385 -1.529
H: -5.974 -3.036 0.178
H: -2.659 -4.760 1.001
H: -1.064 -4.040 0.711
H: -2.294 -3.913 -0.521
O: 2.601 3.766 -6.157
C: 3.056 4.588 -5.409
O: 3.907 4.198 -4.444
C: 4.642 5.107 -3.617
C: 3.829 5.546 -2.416
C: 2.617 6.032 -5.469
H: 5.013 5.951 -4.201
H: 5.518 4.554 -3.281
H: 2.935 6.094 -2.714
H: 4.424 6.187 -1.764
H: 3.497 4.678 -1.846
H: 1.699 6.149 -4.893
H: 2.419 6.285 -6.508
H: 3.364 6.737 -5.110
O: 2.239 -8.479 -4.401
C: 2.849 -7.777 -3.638
O: 2.374 -6.560 -3.337
C: 2.922 -5.729 -2.304
C: 4.085 -4.907 -2.815
C: 4.188 -8.205 -3.084
H: 3.183 -6.320 -1.425
H: 2.118 -5.060 -2.003
H: 4.913 -5.540 -3.140
H: 4.448 -4.235 -2.037
H: 3.777 -4.314 -3.676
H: 4.970 -7.948 -3.798
H: 4.172 -9.283 -2.943
H: 4.420 -7.772 -2.114
O: 2.830 -9.477 1.613
C: 2.951 -10.511 1.018
O: 3.807 -10.578 -0.019
C: 4.175 -11.793 -0.679
C: 3.177 -12.148 -1.763
C: 2.098 -11.713 1.348
H: 4.320 -12.601 0.039
H: 5.148 -11.605 -1.134
H: 2.185 -12.333 -1.350
H: 3.496 -13.040 -2.304
H: 3.077 -11.325 -2.471
H: 1.149 -11.629 0.821
H: 1.912 -11.715 2.420
H: 2.565 -12.666 1.109
O: 1.559 -0.957 -6.715
C: 2.536 -0.968 -7.424
O: 3.652 -0.378 -6.989
C: 4.919 -0.478 -7.651
C: 5.058 0.562 -8.742
C: 2.488 -1.550 -8.812
H: 5.088 -1.492 -8.015
H: 5.667 -0.299 -6.880
H: 4.315 0.421 -9.528
H: 6.050 0.514 -9.191
H: 4.904 1.561 -8.332
H: 2.112 -0.794 -9.500
H: 1.805 -2.397 -8.804
H: 3.447 -1.922 -9.167
O: -5.222 1.958 6.992
C: -5.844 2.889 7.423
O: -6.247 3.854 6.576
C: -7.143 4.907 6.939
C: -6.407 6.072 7.566
C: -6.103 3.047 8.902
H: -7.948 4.531 7.574
H: -7.609 5.230 6.009
H: -5.917 5.783 8.496
H: -7.095 6.891 7.779
H: -5.629 6.433 6.893
H: -5.242 3.529 9.363
H: -6.230 2.057 9.333
H: -7.004 3.609 9.136

Multiplicity: 1
Gap between HOMO and LUMO, eV: 6.72
SMILES: CCCCCCCCCCCCCC1=C([PH2]=S)C(=O)c2c([PH2]=S)c([PH2]=N)c(CC=O)c(S(=O)(=O)F)c2C1=O.CCOC(C)=O.CCOC(C)=O.CCOC(C)=O.CCOC(C)=O.CCOC(C)=O.CCOC(C)=O
E_LUMO, eV: -1.62
Energy relative to the best compared isomer or geometry (same formula, charge and spin), kcal per mole: 15.6
Energy, hartree: -5570.30828


Entry 8:
Below is a cluster of 10 separate species, C18H56N8O10 in total at a distorted geometry, with properties calculated with ωB97M-V/def2-TZVPD.

Positions of all 92 atoms, in Å:
C: -0.328 1.778 -2.901
O: -1.248 2.593 -3.660
H: -0.964 1.088 -2.388
H: 0.188 2.368 -2.072
H: 0.421 1.324 -3.583
H: -0.780 3.263 -4.098
C: -0.233 -0.301 -0.276
O: -1.162 0.208 0.651
H: 0.407 0.464 -0.647
H: -0.788 -0.741 -1.107
H: 0.223 -1.147 0.099
H: -1.919 -0.379 0.795
C: -2.785 1.264 3.391
O: -3.459 0.195 2.868
N: -1.501 1.319 3.444
N: -3.317 2.229 4.082
H: -1.114 0.703 2.753
H: -0.935 2.167 3.460
H: -4.344 2.308 4.058
H: -2.847 2.987 4.644
C: 1.831 4.142 0.688
O: 1.565 2.835 0.354
N: 1.318 5.207 0.035
N: 2.762 4.453 1.516
H: 0.434 5.042 -0.466
H: 1.551 6.214 0.311
H: 3.341 3.803 1.959
H: 2.924 5.418 1.788
C: -1.988 -3.298 0.501
O: -2.679 -2.060 0.663
N: -1.388 -3.988 1.382
N: -1.734 -3.804 -0.684
H: -1.433 -3.752 2.384
H: -1.037 -4.952 1.216
H: -1.901 -3.250 -1.476
H: -1.189 -4.672 -0.792
C: 2.027 -3.762 1.736
O: 1.437 -4.110 2.953
N: 1.311 -3.536 0.677
N: 3.305 -3.681 1.591
H: 0.305 -3.538 0.874
H: 1.743 -2.896 -0.013
H: 3.837 -3.926 2.441
H: 3.901 -3.422 0.811
C: 3.231 0.216 -1.884
C: 3.614 -0.915 -0.980
C: 4.698 -0.461 0.039
O: 2.634 -1.510 -0.486
H: 2.645 -0.140 -2.753
H: 4.068 0.613 -2.319
H: 2.722 0.904 -1.201
H: 4.065 -1.616 -1.678
H: 4.454 0.207 0.821
H: 5.541 -0.009 -0.442
H: 5.168 -1.303 0.487
H: 2.394 -0.951 0.295
C: -0.014 -2.261 -2.990
C: -1.372 -1.808 -3.541
C: -1.455 -2.091 -4.990
O: -2.341 -2.302 -2.892
H: -0.073 -2.765 -2.063
H: 0.559 -1.390 -2.706
H: 0.553 -2.915 -3.680
H: -1.366 -0.715 -3.408
H: -0.768 -1.468 -5.502
H: -2.443 -1.812 -5.359
H: -1.354 -3.115 -5.404
H: -3.165 -1.822 -3.093
C: -3.992 2.738 0.195
C: -3.276 2.051 -0.934
C: -3.709 0.565 -0.962
O: -3.455 2.624 -2.034
H: -5.048 2.614 0.188
H: -3.696 3.780 0.155
H: -3.518 2.225 1.043
H: -2.283 2.125 -0.621
H: -3.911 0.175 0.041
H: -3.025 -0.098 -1.424
H: -4.696 0.394 -1.426
H: -2.734 2.406 -2.632
C: 0.870 -0.794 2.946
C: 1.346 0.566 2.439
C: 1.889 1.374 3.550
O: 2.171 0.572 1.481
H: 1.804 -1.394 2.931
H: 0.119 -1.299 2.389
H: 0.540 -0.714 3.985
H: 0.518 1.095 1.979
H: 2.786 0.907 3.797
H: 1.111 1.552 4.370
H: 2.288 2.335 3.196
H: 2.146 1.472 1.113

Multiplicity: 1
Gap between HOMO and LUMO, eV: 8.33
SMILES: NC(N)=O.NC(N)=O.NC(N)=O.NC(N)=O.CC(C)O.CC(C)O.CC(C)O.CC(C)O.CO.CO
E_LUMO, eV: -0.20
Energy relative to the best compared isomer or geometry (same formula, charge and spin), kcal per mole: 167.1
Energy, hartree: -1909.68004